No. 1
A 2-piece molecular cluster, C4H12NO3 overall at a distorted geometry, computed with ωB97M-V/def2-TZVPD.

Properties
- E_LUMO (eV) = -3.1
- charge = +1
- multiplicity = 1
- total energy (eV) = -11969.3097
- Kohn-Sham gap (eV) = 11.72
- maximum force (eV/Å) = 1.507

```
20
C4H12NO3 ωB97M-V/def2-TZVPD
O 1.3163 2.0653 0.3453
O -1.1226 -0.3478 1.6638
O -1.5578 1.4690 0.3939
N 1.0770 -0.6551 -0.1379
C -0.3424 -0.4193 -0.5582
C -1.0955 0.3847 0.5363
C -1.0431 -1.7456 -0.8089
C 1.9634 -0.9676 -1.2939
H 2.2266 2.3173 0.5018
H -1.2046 -2.3041 0.1054
H 1.9887 -2.0050 -1.5842
H 1.6602 -0.3792 -2.1551
H 1.1324 -1.3812 0.5387
H -1.5840 0.1240 2.3778
H 1.4549 0.1744 0.3121
H 0.7435 2.7028 0.7791
H -0.4568 -2.3903 -1.4668
H -0.3806 0.2134 -1.4242
H -2.0165 -1.5450 -1.2547
H 2.9697 -0.6146 -1.0889
```

***

No. 2
A 2-piece molecular cluster, C4H12NO4 overall at a distorted geometry, computed with ωB97M-V/def2-TZVPD.

Properties
- E_LUMO (eV) = -3.1
- charge = +1
- multiplicity = 1
- total energy (eV) = -14015.5804
- Kohn-Sham gap (eV) = 9.90
- maximum force (eV/Å) = 4.078

```
21
C4H12NO4 ωB97M-V/def2-TZVPD
O -1.2395 0.4216 1.2870
O -0.6949 2.2115 0.0963
O 0.5131 -1.1297 -0.6625
O -1.7201 0.4455 -0.9942
N -1.9731 -1.9148 -0.2013
C 1.6695 0.7878 0.1797
C 3.0492 0.2426 0.2590
C 0.5643 0.1585 -0.1337
C -0.7578 0.8141 0.1013
H 1.3557 -1.5844 -0.6376
H -2.1827 -1.0089 -0.5870
H -1.8539 1.1024 1.5909
H 3.5814 0.8698 0.9130
H 1.5971 1.8898 0.4385
H -2.7020 -2.6388 -0.3125
H -1.8219 -1.6092 0.8337
H -0.9700 -2.0766 -0.3824
H -0.6677 2.5158 -0.8251
H -2.3777 1.1478 -0.9250
H 3.6319 0.1630 -0.7016
H 2.9991 -0.8076 0.6637
```

***

No. 3
A 2-piece molecular cluster, C4H12NOS overall at a distorted geometry, computed with ωB97M-V/def2-TZVPD.

Properties
- E_LUMO (eV) = 3.5
- charge = -1
- multiplicity = 1
- total energy (eV) = -18715.1317
- Kohn-Sham gap (eV) = 6.84
- maximum force (eV/Å) = 1.912

```
19
C4H12NOS ωB97M-V/def2-TZVPD
S -2.2590 1.1398 -1.0664
O 0.9629 -0.0153 0.4449
N 1.9896 -1.2944 2.2193
C -0.6097 -0.7572 -2.2053
C -1.4772 -0.5466 -0.9842
C -1.1276 1.9174 0.1723
C 1.8644 0.0162 1.4971
H 1.5641 0.7594 2.3067
H -0.8592 -0.5547 -0.0689
H -0.8609 2.8797 -0.3059
H -1.2389 -0.6863 -3.1589
H 0.1278 0.1048 -2.2466
H 1.0360 -1.5967 2.4336
H 2.2475 -2.0045 1.4957
H -2.2769 -1.2749 -0.8919
H -0.2060 1.2879 0.3269
H 2.9088 0.2751 1.1579
H -1.6999 2.1427 1.1134
H -0.0856 -1.7923 -2.2397
```

***

No. 4
A 2-piece molecular cluster, C4H12NOS overall at a distorted geometry, computed with ωB97M-V/def2-TZVPD.

Properties
- E_LUMO (eV) = 3.4
- charge = -1
- multiplicity = 1
- total energy (eV) = -18715.2947
- Kohn-Sham gap (eV) = 6.30
- maximum force (eV/Å) = 3.434

```
19
C4H12NOS ωB97M-V/def2-TZVPD
S 1.7774 -2.3031 2.1923
O 2.9595 -2.5540 -0.8646
N -0.8669 0.4525 0.3837
C 0.2814 -1.4766 1.4077
C -1.9082 2.2551 -1.1642
C -0.5762 1.4389 -0.8103
C 0.4491 -0.0108 1.0717
H -0.4483 -1.8138 2.0561
H -1.3210 -0.3794 0.0430
H -0.0394 2.2459 -0.2124
H 0.0330 0.9636 -1.6353
H 2.5262 -2.4905 0.0399
H -0.1645 -1.9019 0.4609
H 0.5573 0.6370 1.9586
H -2.7138 1.5435 -1.5945
H -2.2894 2.7236 -0.2360
H -1.6889 3.0442 -1.9018
H 2.2133 -2.5644 -1.4989
H 1.2194 0.1903 0.3042
```

***

> Kohn-Sham gap of number 1 (C4H12NO3)?

11.72 eV

***

> What is the multiplicity in the second record?

1

***

> The highest E_LUMO belongs to which entry?

number 3